[1]
{"formula": "C26H75F12N5O11P2", "method": "ωB97M-V with the def2-TZVPD basis set", "homo_ev": -2.03, "multiplicity": 1, "lumo_energy_ev": 3.9202, "total_charge": -2, "symbols": ["C", "N", "H", "H", "F", "N", "F", "C", "H", "O", "H", "H", "O", "O", "H", "O", "C", "H", "O", "F", "H", "H", "H", "C", "H", "H", "O", "C", "H", "H", "H", "H", "F", "C", "N", "H", "H", "H", "H", "H", "H", "H", "H", "C", "C", "H", "H", "H", "H", "H", "H", "H", "F", "H", "H", "N", "H", "C", "H", "H", "C", "C", "H", "H", "H", "C", "H", "F", "H", "P", "H", "H", "H", "C", "H", "C", "H", "H", "H", "H", "O", "C", "O", "C", "H", "O", "P", "C", "C", "H", "H", "F", "H", "H", "C", "C", "H", "H", "H", "N", "F", "F", "H", "H", "H", "H", "H", "C", "C", "H", "H", "O", "H", "F", "H", "F", "F", "H", "C", "H", "H", "C", "C", "H", "H", "C", "H", "H", "O", "H", "H"], "coordinates": [[-14.6854, 25.0430, -16.4731], [-16.1627, 20.7555, -15.0794], [-12.6507, 23.4656, -14.4314], [-17.6302, 21.4072, -7.6337], [-13.6832, 22.7284, -12.1882], [-15.7308, 24.0080, -8.4912], [-16.2253, 24.7401, -11.7172], [-15.4840, 20.1996, -7.2364], [-14.0818, 25.7708, -15.9309], [-16.2131, 26.6867, -8.5010], [-12.9543, 19.4862, -10.9691], [-14.0655, 24.2229, -16.8354], [-11.6815, 23.1910, -7.0244], [-15.3813, 29.0250, -13.0534], [-15.9101, 27.6115, -14.4894], [-10.8055, 22.9829, -14.6338], [-19.3812, 26.0615, -14.5680], [-13.6453, 17.3304, -11.7841], [-15.7300, 24.4883, -15.6870], [-10.6972, 25.4680, -8.2193], [-18.3965, 20.4446, -16.7207], [-16.8350, 20.3631, -12.6582], [-16.4295, 26.9893, -10.5260], [-18.4147, 20.0716, -15.6967], [-20.1124, 26.1611, -12.0138], [-18.5428, 25.6764, -12.0463], [-15.5783, 21.5716, -7.4497], [-12.0717, 22.4787, -9.3067], [-19.3505, 24.4935, -17.5298], [-17.1618, 28.6955, -13.9070], [-10.9326, 23.3843, -6.4558], [-21.5533, 23.7443, -13.2816], [-15.6095, 22.6526, -10.8968], [-11.7211, 24.0318, -14.4907], [-12.7406, 29.2446, -14.2809], [-15.9743, 19.6479, -8.0385], [-15.6324, 23.8389, -9.4821], [-11.7290, 24.7257, -15.3312], [-13.7645, 29.0221, -11.8766], [-16.6794, 26.0226, -3.9797], [-13.7522, 27.2847, -14.2427], [-18.1610, 19.0158, -15.7908], [-11.7271, 21.7981, -10.0852], [-11.9502, 27.2765, -13.0323], [-16.4067, 27.2801, -7.2163], [-14.4349, 19.9142, -7.3134], [-21.4518, 24.4079, -14.8105], [-13.7794, 21.7576, -9.5903], [-19.4835, 20.0554, -15.4833], [-19.2658, 24.0949, -13.8480], [-16.6947, 21.4630, -9.1651], [-16.0151, 24.9767, -8.5199], [-13.2929, 27.2766, -7.8168], [-12.2677, 26.4157, -12.4439], [-15.4126, 24.3890, -14.7864], [-14.9647, 25.5575, -6.1194], [-10.2709, 22.9183, -13.8390], [-17.5752, 20.7931, -14.6626], [-16.0774, 27.6736, -4.4966], [-15.7052, 17.6622, -12.6563], [-13.1763, 28.0007, -13.6563], [-14.3875, 17.9192, -11.2451], [-12.1218, 23.4966, -9.6933], [-11.5245, 24.6458, -13.6118], [-17.8311, 21.8522, -14.6327], [-16.3083, 28.0930, -13.5963], [-17.3101, 27.8730, -7.0731], [-11.9561, 26.0005, -6.4900], [-19.8290, 27.0227, -14.3156], [-11.9557, 26.3829, -8.0644], [-16.0855, 21.2584, -15.9519], [-17.1274, 25.4946, -6.3541], [-14.2518, 19.9041, -12.1030], [-19.8091, 25.0045, -13.5915], [-17.3898, 23.6896, -7.1459], [-16.7814, 21.8540, -8.1514], [-12.3735, 29.7475, -13.4857], [-15.5564, 27.9534, -7.1085], [-16.1135, 28.4694, -9.5991], [-18.8894, 23.3422, -9.0113], [-18.8602, 20.2980, -12.4642], [-19.3016, 21.6669, -12.3259], [-19.6787, 25.7592, -15.9087], [-14.0173, 19.3716, -11.1813], [-11.3038, 27.8426, -12.3616], [-14.6303, 20.0791, -10.0999], [-14.9943, 23.7022, -12.0049], [-17.6865, 20.0893, -13.2813], [-11.0589, 22.5113, -8.1069], [-11.3011, 26.9679, -13.8517], [-14.5318, 26.3950, -6.4816], [-14.5387, 24.8110, -13.1675], [-18.5378, 24.0370, -16.1065], [-10.0875, 22.9507, -8.3338], [-16.6476, 27.5192, -9.5988], [-16.9727, 23.3680, -8.1002], [-13.4703, 29.8970, -14.5299], [-14.7810, 25.8422, -5.1679], [-15.8060, 19.8944, -6.2407], [-19.5000, 25.3679, -12.1400], [-12.1444, 26.6286, -9.6444], [-11.0174, 27.7167, -7.7969], [-15.5410, 19.8048, -9.9693], [-14.3755, 17.5024, -10.2380], [-15.1726, 25.4640, -17.3526], [-17.5481, 19.0251, -13.4720], [-15.7306, 21.3559, -14.3917], [-21.2603, 24.6733, -13.7708], [-16.6660, 26.7923, -4.7513], [-18.3064, 26.2046, -14.4562], [-17.7128, 27.7461, -9.5552], [-13.3961, 22.1708, -8.8131], [-17.6702, 27.2097, -4.8256], [-14.2261, 24.4559, -10.7920], [-21.8736, 25.4597, -13.3310], [-15.6939, 22.9600, -13.2592], [-12.9970, 25.1030, -8.1415], [-16.7541, 27.3582, -12.9258], [-17.9543, 23.8973, -9.0860], [-18.4626, 22.3565, -12.2325], [-18.1183, 24.9581, -8.8965], [-18.8010, 24.9192, -16.6902], [-16.3153, 26.1800, -6.1116], [-17.9587, 25.3847, -17.2020], [-14.4445, 27.4036, -12.0147], [-14.2216, 28.3152, -12.5690], [-17.6756, 23.9006, -10.1398], [-10.8526, 21.4882, -7.7923], [-15.7161, 17.7688, -11.7023], [-20.0097, 21.8479, -11.5172], [-19.7846, 22.0318, -13.2324]], "forces_ev_per_a": [[-0.63, -0.82, -0.07], [-0.25, -0.51, 0.61], [-0.61, 1.04, 0.23], [-0.32, -0.48, -0.02], [-0.71, 0.72, -0.47], [-0.10, 0.36, 0.91], [-0.74, -0.76, -0.66], [1.18, -0.03, -0.18], [-0.03, 0.10, -0.10], [-1.58, 1.52, -0.46], [0.17, -0.09, -0.22], [0.47, 0.08, -0.02], [0.84, -0.66, -0.05], [0.20, -1.65, 0.26], [0.03, -0.31, 0.02], [1.75, -0.50, -0.40], [1.35, 0.20, -0.10], [-0.07, 0.03, -0.53], [-0.15, 0.31, -0.30], [1.54, -0.29, -1.16], [0.52, 0.49, 0.00], [0.28, 0.35, -0.08], [0.07, -0.12, 0.17], [-0.99, -0.50, -0.47], [0.09, 0.41, 0.63], [0.30, 0.00, 0.02], [-1.00, -0.43, 0.07], [0.05, 1.28, 1.76], [-0.72, 0.26, 0.08], [-0.07, 0.10, -0.26], [-0.28, 0.45, 0.38], [0.26, 0.02, 0.58], [-0.09, 0.06, -1.93], [-0.91, -0.21, 0.37], [0.62, 0.18, -0.31], [-0.43, -0.34, 0.24], [0.29, -0.40, 0.56], [0.17, -0.21, -0.35], [0.09, -0.02, 0.29], [0.26, 0.16, 0.12], [0.66, 0.13, -1.07], [0.41, -0.09, 0.23], [0.06, -0.26, -0.08], [-0.48, -0.07, -0.54], [1.12, -0.68, 0.29], [0.23, 0.12, 0.03], [-0.23, 0.84, -0.18], [-0.78, -0.11, 0.25], [-0.12, 0.22, 0.51], [0.37, -0.05, 0.19], [-0.20, 0.12, -0.28], [0.85, 0.13, 0.31], [0.06, 1.40, 0.08], [-0.08, -0.09, -0.15], [0.12, -0.07, 0.36], [-1.55, 1.86, 1.13], [-0.08, 0.02, -0.05], [-0.12, -0.27, -0.32], [0.60, -0.28, 0.15], [-0.05, 0.20, -0.09], [-0.81, 0.01, 1.78], [0.00, 0.06, 0.67], [0.16, 0.03, -0.28], [-0.30, -0.29, 0.14], [-0.64, 0.07, 0.40], [-0.70, 1.12, -0.68], [-0.52, -0.11, -0.51], [0.81, 1.24, 1.30], [-0.36, 0.11, -0.18], [-3.57, -1.64, 1.57], [0.04, 0.08, -0.20], [0.12, -0.44, 0.01], [0.05, -0.17, -0.35], [0.61, -0.76, 1.19], [0.72, -0.28, 0.57], [0.27, 1.07, 1.10], [0.78, 0.17, 0.17], [0.13, 0.41, 0.38], [0.22, 0.11, 0.01], [-0.72, 0.16, -0.08], [-0.49, 0.27, -0.57], [0.87, 0.05, -0.98], [-0.19, 0.01, -1.56], [0.15, 0.87, 0.73], [-0.41, 0.60, 0.04], [0.25, -0.74, -0.31], [1.19, 0.80, 2.11], [0.15, 1.00, 0.35], [-1.55, -0.61, -0.39], [-0.02, -0.22, -0.03], [1.62, -0.62, -1.23], [1.07, -0.25, 0.64], [0.69, 0.20, 0.09], [-0.06, 0.33, -0.54], [0.61, -0.47, 0.79], [0.77, -0.23, -1.87], [-0.83, -0.57, -0.37], [1.07, -1.14, 0.98], [-0.57, -0.09, 0.13], [-1.06, -0.57, -2.16], [1.04, 0.38, -0.08], [-0.43, -0.70, -0.61], [-0.21, -0.01, -0.35], [0.01, 0.11, 0.22], [0.16, 0.41, 0.01], [-0.54, -0.15, 0.17], [0.68, 0.03, -0.06], [-0.41, -0.84, 0.43], [-0.90, 0.36, -0.70], [0.31, 0.04, 0.04], [-0.29, -0.14, 0.16], [2.21, -0.41, -0.73], [-0.42, -0.14, 0.17], [0.31, -0.04, -1.49], [-0.35, 0.16, -0.51], [-0.92, -0.44, 0.57], [0.91, 0.65, -1.48], [0.68, -0.19, 0.49], [-2.00, -0.22, -0.76], [0.29, -0.08, 0.52], [-0.31, 0.04, 0.31], [-0.87, -0.55, 0.56], [-0.85, 0.77, -0.93], [0.31, 0.46, 0.86], [-0.48, -0.05, 0.01], [0.80, 0.79, 0.53], [0.37, -0.55, 0.16], [0.02, -0.55, -0.01], [-0.26, -0.57, -0.25], [0.29, -0.69, 0.22], [-0.33, -0.33, -0.33]]}

=====

[2]
{"formula": "C26H75NO22", "method": "ωB97M-V with the def2-TZVPD basis set", "homo_ev": [0.03, -7.11], "multiplicity": 2, "lumo_energy_ev": [1.8315, 1.8121], "s_squared": 0.751, "total_charge": -1, "symbols": ["O", "C", "H", "C", "H", "H", "H", "H", "C", "O", "C", "H", "O", "O", "H", "H", "H", "C", "H", "H", "C", "O", "H", "H", "O", "C", "H", "H", "H", "C", "H", "H", "N", "H", "C", "C", "H", "H", "O", "H", "H", "H", "H", "O", "C", "O", "C", "H", "C", "H", "O", "H", "H", "H", "H", "H", "H", "H", "C", "H", "H", "O", "H", "H", "H", "H", "H", "O", "O", "O", "O", "H", "C", "H", "O", "H", "H", "H", "H", "C", "O", "H", "H", "O", "O", "H", "H", "H", "H", "H", "H", "H", "C", "H", "H", "H", "H", "C", "H", "C", "C", "C", "O", "H", "H", "H", "C", "H", "H", "H", "H", "O", "C", "C", "H", "O", "C", "H", "H", "H", "C", "H", "H", "H"], "coordinates": [[2.5383, 0.3368, -3.2594], [-0.4588, -1.5069, 1.4932], [-2.5094, 0.7695, 2.1882], [2.0549, -0.0428, -4.5026], [-5.7462, -1.7558, 3.9986], [-4.2732, -4.2130, -1.4891], [0.6579, -0.9094, 6.1716], [4.1799, 3.6833, -6.1031], [1.1897, -1.2113, -4.3558], [-3.4973, -3.0435, 5.2530], [1.4987, 4.2944, -3.0315], [-0.8058, -4.7232, 0.6232], [0.6451, -4.3242, -0.6993], [4.9496, 1.7075, -2.0550], [5.8022, 1.6226, -0.4078], [-2.7475, -2.9947, 5.8506], [0.3718, -3.6201, 6.9128], [0.1368, -0.4783, 0.4397], [0.6425, -5.5641, 0.7202], [1.1729, -0.7108, 0.1939], [-4.7479, -1.4751, 3.6630], [0.1817, -0.9215, -3.3521], [-0.0379, -6.3547, -1.6989], [2.2717, 1.7971, 0.1105], [-0.7528, 1.4411, -3.7487], [3.8707, 2.8438, -0.1298], [-2.2854, 2.1300, -0.2006], [-0.0248, -2.4769, 4.8186], [-2.0948, 2.5968, -2.6121], [-2.9513, 1.5360, 0.4254], [1.6367, 0.8414, -4.9836], [0.0791, 6.0356, 2.7430], [1.2849, 3.1203, -2.1858], [-2.8472, -1.2152, 4.4579], [0.1883, 3.5200, 3.0526], [2.8525, 4.2689, -3.7759], [-5.5102, -1.9925, -1.1333], [6.1295, -2.5256, 2.8201], [-1.3277, -0.8789, 2.4119], [-0.5469, 3.8385, -1.4526], [4.2588, 5.3860, -5.6532], [-1.1092, -7.1900, -0.3666], [-1.0851, 0.4999, -5.6118], [-1.6017, -3.3176, 7.3987], [-1.0801, 2.6578, -3.0054], [-5.7538, -2.6490, -1.7901], [-3.3494, -2.4887, -2.4011], [-0.9261, -0.7887, 3.2792], [-0.7723, -6.2983, -0.8954], [-4.2469, -1.2146, 5.6508], [3.2024, 1.6788, 0.3136], [1.8589, 4.7753, 2.5595], [-4.7092, -0.3929, 3.5387], [-3.3455, -2.0177, -3.3841], [-1.9243, 1.9811, -5.4022], [-0.5561, 3.3479, 3.8300], [0.6957, 4.5058, -3.7376], [-0.1520, 2.1965, -0.9642], [-0.0935, -5.2435, -0.0172], [2.9673, -3.6832, 1.8454], [-0.1567, -0.5052, -1.5285], [-0.7039, -1.8670, 5.1160], [4.5058, -3.5567, -0.1212], [-2.8042, 0.4616, 0.3151], [0.8447, -1.6161, -5.3072], [-4.1628, 3.8382, 0.3827], [-1.1681, 3.4774, -3.7186], [-4.4290, -2.1153, 2.4295], [2.5312, 4.3791, -5.0862], [-3.2986, -1.3896, -1.4510], [5.5226, -2.9765, 2.2285], [0.7007, 2.5586, 3.0176], [-0.2468, -1.4602, 6.4289], [-3.5731, -1.8837, 2.0616], [-0.6736, -0.2797, -0.7515], [-2.5308, -3.1807, -2.2032], [3.4717, 3.3719, -3.7718], [-0.9439, -0.7057, 6.7933], [4.1027, 1.2744, -1.9253], [-0.1125, 2.8997, -1.7960], [2.7449, -3.3676, 0.9665], [3.6879, -2.1059, -0.5228], [1.8823, -2.0017, -4.0665], [-0.7084, 3.5210, 1.9446], [-2.6071, 1.6529, 1.8254], [0.3972, -1.8079, 2.0970], [3.3399, -0.1866, -3.1887], [5.6935, 3.2929, -1.1974], [1.6520, 4.4344, 4.2819], [-4.7068, -3.9374, -3.0506], [3.1952, 3.5184, -0.6559], [0.2449, 0.4434, 1.0113], [5.1753, 2.4044, -0.8366], [2.9255, 4.8063, -6.7688], [2.8720, -0.4921, -5.0670], [1.6481, 2.3535, -2.7337], [3.5148, 5.0313, -3.3656], [-4.4437, 1.9912, 0.2181], [4.1415, -1.4564, 2.0644], [3.5816, 4.5777, -5.9290], [-0.2543, -2.8006, 7.2658], [1.1250, 4.6782, 3.3594], [0.3785, 5.8821, 3.6421], [-5.0741, 1.1967, 0.6174], [-0.2792, -0.1056, -3.5607], [5.4488, -1.3125, 1.0695], [-1.5843, 1.1029, -4.8534], [-1.5487, -4.9626, -2.0256], [-1.6067, -4.2032, 7.7694], [4.0929, 3.3848, 0.7899], [-2.4924, 0.6265, -4.4841], [-1.9295, -5.6630, -1.4908], [3.9153, -2.7552, 0.3226], [-3.7652, -1.6941, 4.7987], [1.2473, -3.7885, -0.1778], [-4.8490, 3.2322, 0.6716], [-4.5336, -3.3736, -2.1340], [0.1371, -2.3848, 8.1943], [-1.3306, 2.7915, 1.9929], [1.6156, 5.1404, -2.3542], [4.7607, -2.0814, 1.4209], [-4.6767, 1.8792, -0.8408], [-0.9284, -2.3734, 1.0275], [-2.4227, -1.0022, -1.5174]], "forces_ev_per_a": [[0.93, 0.36, 0.96], [1.46, 1.16, -0.50], [0.36, -0.37, -0.02], [0.68, 0.22, -1.41], [-0.10, -0.27, -0.56], [-0.16, 0.53, 1.01], [0.84, -0.50, 1.19], [0.10, -0.30, 0.00], [-1.46, -0.26, 1.11], [-0.99, 0.67, -1.32], [1.21, 0.13, 1.38], [-0.81, -0.13, -0.12], [0.02, 1.43, -3.60], [-1.21, -0.07, -1.13], [0.12, 1.03, 1.79], [0.36, 0.03, 0.15], [0.32, 0.54, -0.38], [-0.84, -0.69, 0.52], [-0.29, -1.57, 0.32], [-0.07, -0.58, -0.33], [0.94, -0.57, -0.09], [0.83, -2.35, -0.75], [0.09, -1.36, -0.09], [-0.24, -0.14, -0.02], [0.18, 0.87, -0.09], [1.14, -0.43, 1.24], [0.26, -0.06, 0.19], [0.46, -0.44, -0.53], [-0.23, -0.45, 0.23], [-1.36, -0.02, 1.64], [-0.16, -0.16, -0.18], [-0.75, 0.81, 0.05], [-0.16, 0.06, -0.39], [0.17, 0.02, 0.56], [-1.78, -2.13, 0.76], [-0.25, -1.28, 1.38], [0.22, 0.07, 0.21], [-0.23, 0.41, -0.04], [-1.43, 0.46, -0.70], [0.37, 0.26, 0.58], [-0.11, 0.31, 0.09], [0.36, 0.08, -0.25], [0.34, -0.29, 0.51], [0.47, 1.19, -0.20], [-0.18, -1.48, 0.31], [1.08, -1.07, -0.59], [0.14, 0.87, 1.25], [0.33, -0.37, 0.41], [0.35, 2.60, -0.24], [0.31, 0.77, 0.11], [-0.49, -0.44, -0.52], [0.07, 0.44, -0.13], [-0.32, 0.31, -0.05], [0.04, -0.48, -0.27], [0.10, 0.41, 0.08], [0.64, 0.53, 1.21], [0.10, -0.07, -0.19], [-0.36, -0.29, -0.47], [0.28, -0.44, 3.27], [0.32, 0.03, 0.31], [0.44, -0.30, -0.27], [-0.71, 0.90, 0.06], [0.16, -0.18, 0.04], [-0.43, 0.19, -1.41], [-0.77, 0.41, -0.23], [-0.03, 0.43, 0.16], [0.67, 0.22, -0.04], [-1.07, -0.38, 0.16], [-1.37, 0.97, -0.24], [-0.53, -0.96, -0.38], [-0.63, -1.20, -0.69], [0.89, 0.10, 0.03], [-1.07, -2.06, -1.87], [0.31, 0.34, 0.54], [0.29, 0.08, 1.20], [0.62, 0.41, -0.54], [-0.19, -0.74, 1.28], [-0.26, -0.39, 0.29], [-0.31, -0.21, -0.22], [-0.13, 0.70, -1.85], [0.15, 0.96, -1.73], [-0.71, 0.32, 0.56], [-0.48, -0.30, 1.04], [1.61, 2.36, -1.62], [-0.11, 1.20, -0.16], [0.30, -0.54, -0.28], [0.22, 0.17, 0.68], [0.51, 0.12, 0.75], [0.04, -0.20, -0.11], [-0.45, 0.31, -0.39], [0.30, -0.33, -0.79], [-0.44, 0.45, -0.12], [-0.45, 0.32, -1.16], [1.42, 0.32, -1.20], [0.39, 0.80, -0.79], [-0.18, -0.69, 0.28], [0.04, 0.67, -0.35], [0.69, -2.60, -0.96], [-0.70, -0.31, 0.05], [-0.39, 0.12, -1.72], [0.00, 1.77, 0.59], [-1.07, -0.52, 0.41], [0.88, -0.69, -1.08], [-0.11, 0.28, 0.72], [0.19, 0.57, -0.07], [0.16, -0.10, -0.96], [-0.86, 1.02, 0.16], [-0.11, 0.21, -0.10], [0.33, -0.03, -0.02], [0.67, 0.31, 0.06], [-0.02, -0.36, -0.09], [0.04, -0.60, 0.10], [0.79, -1.27, 2.12], [0.17, -0.94, 0.43], [0.16, -0.29, 0.75], [0.38, 0.59, 0.46], [-1.35, 0.25, -0.42], [-0.03, -0.80, 0.83], [-0.43, -0.63, 0.41], [-0.62, 0.32, 0.07], [0.52, 1.48, 0.31], [0.30, 0.17, -0.59], [-0.08, 0.12, -0.09], [0.42, 0.13, 0.35]]}

=====

| no. | electronic energy (eV) |
| --- | --- |
| 1 | -109345.951 |
| 2 | -74702.627 |